Entry 1:
# C28H48BrN3P2STi

A molecular structure, C28H48BrN3P2STi (the ωB97M-V functional and the def2-TZVPD basis, OMol25).

Each line ends with the Löwdin charge.
Positions of all 84 atoms, in Å:
1 Br 1.684 -0.586 0.556  0.39
2 Ti 0.526 1.222 -0.626  0.33
3 S 0.029 2.401 1.234  0.64
4 P 5.489 -0.726 -1.165  1.18
5 P -0.767 -1.629 -1.004  0.97
6 N 1.430 1.244 3.261  -0.03
7 N -6.999 5.250 -6.300  0.05
8 N -0.787 0.542 3.053  -0.02
9 C -1.183 1.196 -3.459  -0.03
10 C -4.931 4.227 -4.662  -0.21
11 C 4.853 -1.890 0.085  -0.39
12 C -1.603 -4.100 0.097  -0.12
13 C -2.429 -1.865 -1.796  -0.30
14 C -3.441 -1.539 -0.708  -0.13
15 C -6.304 4.184 -6.698  -0.13
16 C 0.257 1.286 2.638  -0.75
17 C -5.713 5.356 -4.304  -0.02
18 C 1.803 0.286 4.296  -0.05
19 C -0.754 -2.849 0.401  -0.35
20 C -2.856 1.786 -1.817  0.00
21 C -3.863 3.717 -3.812  -0.04
22 C -1.073 0.157 -1.130  -0.60
23 C 0.466 -2.328 -2.201  -0.33
24 C -6.733 5.830 -5.132  -0.13
25 C 5.725 -1.914 1.352  -0.13
26 C -0.051 -2.345 -3.634  -0.12
27 C 6.130 1.882 -1.220  -0.14
28 C -2.362 1.898 -3.142  -0.25
29 C -1.164 0.498 4.457  -0.05
30 C -2.251 0.998 -0.850  -0.15
31 C 4.841 -1.176 -2.823  -0.35
32 C -5.304 3.594 -5.886  -0.01
33 C 5.682 -2.326 -3.391  -0.14
34 C -3.037 2.678 -4.109  -0.07
35 C -0.499 0.509 -2.458  -0.30
36 C 4.926 0.993 -0.849  -0.37
37 H -0.593 1.247 5.008  0.10
38 H -2.805 2.424 -5.140  0.12
39 H 0.296 -3.122 0.637  0.06
40 H 7.058 1.495 -0.775  0.08
41 H -3.796 2.317 -1.610  0.13
42 H -0.982 -2.922 -3.710  0.08
43 H 2.195 1.718 2.775  0.13
44 H -7.359 6.692 -4.876  0.11
45 H -1.121 -2.298 1.278  0.08
46 H 5.544 -3.262 -2.839  0.08
47 H -1.579 0.523 2.402  0.13
48 H -0.768 1.208 -4.466  0.13
49 H -2.651 -3.983 0.401  0.07
50 H -2.992 -0.902 0.068  0.04
51 H -3.722 4.221 -2.863  0.11
52 H -1.229 -4.981 0.631  0.09
53 H 0.712 -3.354 -1.870  0.11
54 H 1.676 0.751 5.275  0.10
55 H -5.519 5.882 -3.391  0.10
56 H 3.767 -1.406 -2.717  0.09
57 H 4.029 1.167 -1.460  0.08
58 H 2.858 0.039 4.199  0.09
59 H 4.796 -2.901 -0.358  0.10
60 H 6.708 -2.359 1.150  0.08
61 H -6.538 3.748 -7.683  0.11
62 H 6.306 1.906 -2.302  0.08
63 H -2.546 -2.867 -2.213  0.08
64 H 5.238 -2.520 2.123  0.09
65 H 5.986 2.900 -0.857  0.09
66 H -2.491 -1.171 -2.649  0.10
67 H -3.804 -2.451 -0.215  0.08
68 H 4.664 1.089 0.216  0.08
69 H 1.418 -1.783 -2.124  0.04
70 H 5.408 -2.486 -4.434  0.09
71 H 6.754 -2.090 -3.364  0.08
72 H 0.404 -0.037 -2.717  0.07
73 H -2.226 0.724 4.547  0.10
74 H -4.307 -0.985 -1.115  0.11
75 H 4.984 -0.267 -3.435  0.10
76 H -4.815 2.670 -6.212  0.10
77 H 3.837 -1.511 0.281  -0.07
78 H -1.609 -4.374 -0.972  0.08
79 H 5.899 -0.905 1.749  0.07
80 H -0.996 -0.498 4.869  0.09
81 H 0.687 -2.794 -4.315  0.09
82 H 1.228 -0.638 4.229  0.09
83 H -2.735 0.898 0.138  0.10
84 H -0.257 -1.343 -4.020  0.06

Its charge is +2. Its spin multiplicity is 3. The value obtained for the electronic energy is -5763.6988 hartree.

---

Entry 2:
# C28H48F6O3SbTi

A molecular structure, C28H48F6O3SbTi (the ωB97M-V functional and the def2-TZVPD basis, OMol25).

Each line ends with the Löwdin charge.
Positions of all 87 atoms, in Å:
1 Sb -1.101 1.237 -1.985  1.50
2 Ti 0.065 -0.963 0.114  0.80
3 F 3.158 -2.799 -0.299  0.15
4 F 3.335 0.314 -3.084  0.14
5 F 1.404 -3.614 -1.258  0.14
6 F 4.429 -0.758 -1.568  0.15
7 F 4.224 -1.588 -3.550  0.13
8 F 3.326 -3.757 -2.236  0.13
9 O 1.570 -0.773 -1.299  -0.26
10 O -3.271 -1.133 -0.746  -0.06
11 O -1.264 -2.115 -1.003  -0.21
12 C -1.160 1.825 2.318  -0.51
13 C -0.496 -3.436 4.081  -0.05
14 C -2.468 2.897 -2.245  -0.45
15 C -3.908 2.542 -1.895  -0.20
16 C -0.275 -1.832 2.216  -0.29
17 C -0.435 0.488 2.104  -0.16
18 C 3.395 0.211 1.466  -0.06
19 C -2.532 -2.031 -1.143  -0.58
20 C -2.673 1.596 2.475  -0.07
21 C -2.080 -3.576 2.162  -0.04
22 C -1.027 2.856 1.187  -0.07
23 C -0.638 -3.263 2.561  -0.55
24 C 0.635 2.335 -2.655  -0.42
25 C -1.780 0.122 -3.707  -0.42
26 C 3.565 -0.910 -2.583  -0.55
27 C 2.546 -2.942 -1.485  -0.54
28 C 0.590 3.202 -3.906  -0.19
29 C 2.230 -1.584 -2.162  -0.47
30 C -0.674 2.444 3.640  -0.05
31 C -1.557 0.680 -5.105  -0.19
32 C 1.415 -1.862 -3.434  0.02
33 C 2.254 0.954 2.184  -0.52
34 C 0.292 -4.251 1.855  -0.04
35 C 1.029 -1.284 2.167  -0.11
36 C 2.183 2.339 1.541  -0.05
37 C 0.959 0.141 2.093  -0.18
38 C 2.654 1.096 3.662  -0.04
39 C -1.157 -0.733 2.160  -0.08
40 H 0.467 -2.302 -3.128  0.08
41 H -1.315 3.288 3.914  0.08
42 H -2.390 3.246 -3.278  0.03
43 H 2.766 0.110 4.116  0.08
44 H -3.090 1.099 1.596  0.08
45 H 0.845 2.964 -1.782  0.03
46 H 0.184 -4.173 0.773  0.07
47 H -0.765 -4.454 4.382  0.08
48 H -2.976 -2.886 -1.695  0.12
49 H 3.119 -0.024 0.439  0.06
50 H 4.289 0.841 1.454  0.08
51 H 1.924 -2.523 -4.135  0.09
52 H 1.487 3.007 2.045  0.06
53 H 1.897 2.261 0.489  0.08
54 H 1.942 -1.852 2.250  0.11
55 H -1.925 1.704 -5.203  0.05
56 H 0.530 -3.241 4.399  0.08
57 H -0.497 0.690 -5.364  0.05
58 H -4.574 3.406 -1.973  0.06
59 H -1.150 -2.736 4.607  0.08
60 H -1.722 2.609 0.386  0.02
61 H -0.199 3.956 -3.855  0.05
62 H -2.319 -4.615 2.409  0.08
63 H -4.298 1.765 -2.556  0.06
64 H -1.302 3.847 1.562  0.09
65 H -1.337 -0.870 -3.607  0.02
66 H 0.419 2.615 -4.809  0.04
67 H -0.031 2.917 0.758  0.04
68 H 1.537 3.735 -4.043  0.06
69 H -2.231 -0.812 2.132  0.10
70 H -2.226 -3.433 1.091  0.07
71 H -2.068 0.076 -5.861  0.06
72 H -2.099 3.705 -1.607  0.04
73 H 1.340 -4.063 2.103  0.08
74 H -3.167 2.565 2.587  0.08
75 H 0.056 -5.276 2.156  0.08
76 H 1.216 -0.906 -3.920  0.09
77 H -3.986 2.151 -0.877  0.05
78 H -2.846 -0.011 -3.504  0.04
79 H 1.910 1.645 4.240  0.06
80 H 1.446 1.611 -2.692  0.02
81 H 3.610 1.623 3.746  0.08
82 H 3.661 -0.718 1.970  0.08
83 H 0.347 2.813 3.571  0.05
84 H -2.788 -2.935 2.691  0.08
85 H 3.171 2.806 1.585  0.08
86 H -2.904 0.995 3.357  0.09
87 H -0.713 1.705 4.443  0.09

Its charge is -1. Its spin multiplicity is 3. As for the energy above the lowest of the compared OMol25 structures with the same formula, charge and spin: 0.0814 eV.

---

Entry 3:
# C28H48F6OP2Pt

A molecular structure, C28H48F6OP2Pt (the ωB97M-V functional and the def2-TZVPD basis, OMol25).

Each line ends with the Löwdin charge.
Positions of all 86 atoms, in Å:
1 Pt -0.943 0.034 -2.890  1.24
2 P 1.771 2.201 0.919  0.75
3 P 1.458 -3.591 -0.419  0.76
4 F 0.734 -2.418 6.080  0.15
5 F 0.166 1.618 5.239  0.13
6 F -0.327 -2.626 4.176  0.13
7 F 1.858 -2.782 4.242  0.12
8 F 0.159 0.027 6.739  0.18
9 F -1.329 0.012 5.130  0.14
10 O 0.813 -0.255 3.199  0.11
11 C -3.035 -0.317 -0.190  -0.14
12 C 0.563 -5.180 -0.191  -0.31
13 C -1.654 1.685 2.623  0.00
14 C -0.485 -1.010 -4.499  -0.29
15 C 1.778 3.094 2.527  -0.30
16 C 0.785 -2.100 4.753  -0.47
17 C -0.020 0.269 5.412  -0.45
18 C -0.389 1.874 -3.400  -0.29
19 C 2.606 3.449 -0.134  -0.31
20 C -3.160 1.000 -0.714  -0.17
21 C 3.190 1.043 1.071  -0.30
22 C -2.644 1.912 0.241  -0.12
23 C -2.484 3.366 0.034  0.02
24 C -1.696 -0.203 -4.702  -0.31
25 C 0.824 -0.580 -5.166  -0.15
26 C -1.617 1.075 -5.537  -0.15
27 C 1.002 -0.536 4.478  -0.42
28 C -2.258 1.162 1.389  -0.10
29 C -3.723 1.404 -2.016  -0.01
30 C 2.418 -0.231 4.959  0.04
31 C -0.773 2.203 -4.854  -0.14
32 C -2.254 -1.320 2.076  0.02
33 C -2.519 -0.217 1.131  -0.09
34 C 1.581 -3.048 1.326  -0.34
35 C 1.583 0.510 -4.360  -0.15
36 C -3.263 -1.558 -0.951  0.00
37 C 3.110 -4.330 -0.719  -0.32
38 C 0.777 0.995 -3.153  -0.28
39 H -1.252 -1.205 2.510  0.07
40 H 0.118 2.443 -5.466  0.12
41 H 2.626 -0.693 5.929  0.12
42 H 3.336 0.588 0.080  0.04
43 H 0.639 -0.257 -6.205  0.13
44 H -2.381 1.681 3.452  0.13
45 H 1.873 1.356 -5.014  0.13
46 H 1.166 4.002 2.402  0.04
47 H 2.539 0.855 5.018  0.11
48 H 3.122 -0.599 4.205  0.10
49 H -3.075 -2.443 -0.334  0.09
50 H -3.922 0.536 -2.651  0.08
51 H -1.664 3.757 0.650  0.09
52 H 0.153 -5.294 0.822  0.04
53 H 2.516 0.071 -3.968  0.12
54 H 1.261 -6.000 -0.408  0.03
55 H 0.582 -3.103 1.778  0.02
56 H 2.796 3.379 2.834  0.06
57 H 2.270 -3.676 1.902  0.05
58 H -2.596 -0.839 -4.778  0.13
59 H -2.333 -2.293 1.578  0.09
60 H 1.308 2.439 3.275  0.00
61 H -2.260 3.582 -1.021  0.09
62 H -2.651 1.438 -5.663  0.12
63 H -3.040 2.071 -2.560  0.08
64 H -0.235 -5.201 -0.932  0.01
65 H -1.393 3.115 -4.847  0.12
66 H 2.003 4.366 -0.134  0.04
67 H 1.374 1.223 -2.251  0.09
68 H -2.569 -1.599 -1.818  0.06
69 H 3.171 -4.434 -1.806  0.03
70 H 3.616 3.648 0.249  0.05
71 H -0.650 -2.100 -4.448  0.13
72 H -1.302 2.715 2.492  0.09
73 H -0.800 1.042 2.913  0.06
74 H 3.137 -5.339 -0.266  0.04
75 H -0.517 2.646 -2.621  0.11
76 H -1.245 0.861 -6.554  0.13
77 H -3.399 3.920 0.300  0.13
78 H 3.952 -3.740 -0.337  0.04
79 H 2.938 0.261 1.798  0.00
80 H 4.105 1.584 1.350  0.05
81 H -4.666 1.954 -1.870  0.13
82 H 1.905 -2.003 1.368  0.01
83 H 2.657 3.049 -1.154  0.02
84 H 1.446 -1.487 -5.216  0.12
85 H -2.979 -1.312 2.907  0.13
86 H -4.288 -1.593 -1.340  0.12

Its charge is +2. Its spin multiplicity is 5. The value obtained for the electronic energy is -2571.3599 hartree.

---

F_max in eV Å⁻¹, matching the order above: 3.25, 0.75, 5.79